Record 1
ORCA calculation (ωB97M-V/def2-TZVPD) on a cluster of 2 separate species, C31H32BF5O2 in total at a distorted geometry.

```
71
Properties=species:S:1:pos:R:3:forces:R:3:lowdin_charge:R:1
F 4.78158 0.65706 -0.95325 -0.83 0.67 0.78 0.045
C 3.93326 1.35942 -0.12526 0.13 -0.77 -0.59 -0.223
C 4.32574 2.62379 0.30422 -0.29 -0.25 0.51 0.031
C 3.46905 3.29587 1.18060 0.05 0.19 -0.31 -0.050
C 2.25585 2.74146 1.56755 -0.81 -0.62 0.10 -0.036
C 1.84530 1.45628 1.11177 0.81 0.26 -0.10 -0.208
C 0.62247 0.81575 1.60453 -0.25 0.39 -0.60 0.053
C -0.03796 -0.17412 0.86719 -0.17 -0.78 -0.01 -0.050
C -1.34324 -0.63499 1.06205 0.65 0.92 0.30 0.090
C -2.00944 -1.48237 0.10263 -0.46 -0.86 -0.64 -0.189
C -1.28595 -2.17112 -0.91509 -0.44 -0.30 0.22 0.070
C -1.95805 -3.07930 -1.72874 0.57 0.18 -0.58 -0.224
F -1.24100 -3.72184 -2.71269 -0.67 0.52 1.05 0.046
C -3.33298 -3.30718 -1.65259 0.34 0.72 0.40 0.032
C -4.05326 -2.56428 -0.70398 0.02 -0.06 -0.14 -0.042
C -3.41865 -1.68006 0.16571 0.76 -0.06 0.36 0.003
C 2.73293 0.76261 0.23963 -0.30 0.32 -0.17 0.046
H 5.29830 3.02839 0.02169 -0.35 -0.13 0.00 0.132
H 3.75759 4.27599 1.56345 -0.11 -0.31 -0.11 0.122
H 1.59193 3.28021 2.25521 0.38 -0.17 -0.35 0.129
H 0.13445 1.23408 2.49544 0.12 -0.01 -0.40 0.146
H 0.49891 -0.63173 0.02753 -0.23 0.59 0.31 0.096
H -1.92146 -0.29005 1.94298 0.33 -0.16 -0.55 0.147
H -0.20910 -2.04873 -1.03125 -0.39 -0.17 -0.09 0.122
H -3.80866 -3.99607 -2.34647 0.08 0.12 0.22 0.130
H -5.13440 -2.67929 -0.65252 0.26 -0.03 0.05 0.118
H -3.96573 -1.15530 0.95395 0.01 -0.22 -0.35 0.118
H 2.47639 -0.23842 -0.13150 0.40 0.52 0.19 0.133
C 4.11803 0.59814 6.35573 0.18 -0.24 0.16 -0.014
C 3.04262 0.59810 5.27277 -0.42 -0.72 0.17 -0.444
C 3.25386 1.84174 4.43583 0.12 0.05 -0.30 -0.012
C 3.00691 -0.83420 4.50265 -0.35 0.49 0.26 -0.471
C 2.29480 -0.75368 3.17580 -0.13 0.33 -0.82 -0.016
C 4.33477 -1.50660 4.19592 0.30 0.00 0.19 -0.008
O 2.16634 -1.61820 5.32110 1.38 0.18 -1.84 0.040
B 1.27929 -0.68163 5.96929 -1.17 -1.30 3.56 -0.848
C -0.34769 -0.80222 5.63937 1.16 0.22 -0.47 -0.069
C -0.90533 -2.06223 5.47928 -1.04 -0.52 0.00 -0.019
C -2.28218 -2.24289 5.27365 0.61 -0.03 0.09 -0.017
C -3.11723 -1.13489 5.19062 -0.30 -0.28 -0.19 -0.166
C -4.58854 -1.31871 4.89389 0.17 0.06 0.34 -0.527
F -5.38811 -0.65218 5.77849 0.40 -0.45 -0.75 0.116
F -4.89330 -0.83016 3.64491 -0.13 -0.20 0.50 0.084
F -4.97842 -2.62283 4.90200 0.14 0.88 -0.04 0.110
C -2.57842 0.14211 5.30617 0.50 0.22 0.08 -0.034
C -1.19524 0.30215 5.52329 -1.01 -0.05 -0.11 -0.033
C 1.58733 -1.21678 7.54868 -0.42 -0.11 -0.99 -0.185
C 1.71083 -0.24392 8.66717 0.33 0.43 0.63 -0.160
C 0.55245 -1.18514 8.60158 -0.53 -0.35 0.85 -0.166
O 1.72644 0.67023 5.83981 1.25 0.80 -1.56 0.046
H 5.10631 0.70940 5.89380 -0.04 -0.04 0.07 0.086
H 3.96564 1.44675 7.03342 -0.07 -0.18 -0.13 0.096
H 4.10920 -0.32282 6.94510 -0.08 0.13 -0.06 0.092
H 4.12737 1.72658 3.78339 -0.05 0.08 -0.03 0.092
H 2.37621 2.07558 3.83075 0.10 -0.21 0.17 0.051
H 3.43463 2.70326 5.09294 -0.06 -0.19 -0.11 0.098
H 2.90948 -0.30720 2.39050 -0.06 -0.03 0.28 0.073
H 2.00641 -1.75817 2.84744 0.01 0.05 0.15 0.117
H 1.37173 -0.18081 3.31976 -0.02 0.02 0.06 0.076
H 4.92355 -0.88580 3.50341 -0.07 -0.07 0.23 0.088
H 4.93427 -1.71366 5.08502 -0.11 0.03 -0.04 0.086
H 4.13111 -2.45395 3.68178 0.06 0.09 0.17 0.091
H -0.27892 -2.94890 5.55050 0.02 0.17 0.02 0.122
H -2.69819 -3.24239 5.20313 0.05 0.09 -0.06 0.110
H -3.23512 1.00854 5.24565 0.12 -0.09 0.00 0.114
H -0.80648 1.31348 5.62123 0.11 -0.16 0.05 0.109
H 2.26201 -2.08366 7.59453 -0.24 0.37 0.01 0.126
H 2.47144 -0.42688 9.43497 -0.30 0.22 -0.22 0.095
H 1.48111 0.80351 8.45631 0.31 -0.25 0.04 0.099
H -0.40329 -0.74031 8.33430 -0.04 -0.25 0.17 0.093
H 0.53698 -2.00953 9.31416 -0.28 0.25 -0.02 0.092
```
Positions in Å, forces in eV/Å.

Output
Relative energy (zero: lowest compared OMol25 entry of this formula, charge and spin)   327.46 kJ/mol
Orbital gap   2.887 eV
HOMO energy   -6.59 eV
Net charge   0


Record 2
ORCA calculation (ωB97M-V/def2-TZVPD) on a structure of composition C31H32BN8RhS.

```
74
Properties=species:S:1:pos:R:3:forces:R:3:lowdin_charge:R:1
Rh -0.04224 0.52934 -0.21382 -0.26 0.09 0.27 0.992
C -3.59151 -2.56871 -2.80931 0.01 0.01 0.00 0.008
C -2.76727 -1.35710 -2.54498 -0.06 0.01 -0.04 -0.225
C -2.63541 -0.19568 -3.29724 -0.06 -0.04 -0.01 0.086
C -1.69275 0.58472 -2.62775 0.08 0.02 0.06 -0.200
N -1.33314 -0.07213 -1.52930 -0.04 0.03 0.03 -0.080
N -1.96546 -1.25225 -1.46002 0.00 -0.07 0.09 0.058
B -1.35867 -2.27705 -0.46552 0.16 -0.06 -0.10 -0.443
N -1.47334 -1.69008 0.97917 -0.09 0.00 0.05 0.054
N -0.77672 -0.56577 1.21692 0.25 0.04 0.02 -0.088
C -0.53681 -0.42457 2.51535 -0.15 0.08 -0.09 -0.199
C -1.17750 -1.47865 3.17652 0.02 0.02 -0.05 0.080
C -1.74098 -2.26356 2.17817 0.06 -0.06 0.07 -0.233
C -2.48818 -3.54620 2.29880 0.02 0.00 -0.01 0.008
C 0.29495 0.72711 2.87763 -0.07 0.07 0.13 -0.176
C 1.29113 1.12505 1.97326 0.05 -0.24 -0.33 -0.112
C 2.04057 2.27028 2.19180 -0.05 0.11 0.07 -0.044
C 1.79944 3.03176 3.32700 0.03 0.06 -0.05 -0.040
C 0.82534 2.63752 4.23472 0.02 -0.06 0.01 -0.031
C 0.07233 1.48903 4.01517 0.01 -0.04 0.00 -0.004
N 0.17199 -2.33685 -0.76944 -0.12 0.10 0.09 0.054
N 0.95131 -1.21801 -0.62589 0.26 -0.16 -0.20 -0.011
C 2.23516 -1.60477 -0.64334 -0.10 -0.08 0.08 -0.205
C 2.28100 -2.98952 -0.81004 0.04 -0.05 -0.12 0.060
C 0.97098 -3.41650 -0.88857 -0.07 -0.01 0.02 -0.236
C 0.44028 -4.79623 -1.07785 0.01 0.00 0.01 0.006
C 3.37716 -0.70773 -0.39832 0.06 0.04 0.06 -0.189
C 4.35538 -1.13019 0.50255 -0.03 0.02 0.07 -0.017
C 5.44559 -0.32409 0.78815 0.01 0.00 0.01 -0.048
C 5.58161 0.91188 0.17158 -0.02 -0.01 -0.01 -0.058
C 4.62416 1.33207 -0.74071 0.00 0.03 0.01 -0.070
C 3.52857 0.52800 -1.02105 -0.03 0.03 -0.03 -0.051
C -0.98721 1.84946 -2.82357 0.04 0.01 -0.05 -0.200
C -1.55890 2.97188 -3.39289 0.02 0.03 -0.02 0.001
C -0.85750 4.17279 -3.38753 0.01 0.00 0.01 -0.019
C 0.40578 4.26281 -2.81393 -0.04 -0.01 0.00 -0.039
C 1.00104 3.13415 -2.27160 0.03 -0.04 0.04 -0.058
C 0.31152 1.92505 -2.28014 -0.04 0.07 -0.10 -0.167
H -4.16347 -2.43063 -3.72319 0.00 0.00 0.00 0.096
H -2.96140 -3.45002 -2.92879 0.00 0.00 0.00 0.092
H -4.28791 -2.76061 -1.99326 0.01 0.00 0.00 0.096
H -3.13951 0.03268 -4.22056 0.02 -0.02 -0.01 0.132
H -1.87939 -3.34002 -0.54328 0.00 0.00 -0.02 0.125
H -1.19070 -1.67649 4.23473 -0.02 0.00 0.00 0.130
H -2.61041 -3.80164 3.34826 -0.01 0.00 0.00 0.096
H -3.47510 -3.47774 1.84167 0.00 0.00 0.00 0.097
H -1.94945 -4.35802 1.80995 0.00 -0.01 0.01 0.087
H 1.66152 0.42827 1.19715 -0.11 0.05 0.07 0.089
H 2.82751 2.54107 1.50095 0.02 -0.01 -0.03 0.112
H 2.38467 3.92211 3.51425 -0.01 -0.01 0.01 0.120
H 0.65651 3.22461 5.12792 -0.02 0.00 -0.01 0.121
H -0.69011 1.19159 4.72443 0.00 0.02 -0.01 0.126
H 3.16169 -3.60130 -0.90468 0.02 0.03 0.02 0.134
H 1.26763 -5.49478 -1.17346 0.00 0.00 0.00 0.096
H -0.17120 -5.10712 -0.23083 0.00 -0.01 0.00 0.083
H -0.17001 -4.86477 -1.97828 0.00 0.01 0.00 0.096
H 4.25239 -2.08785 0.99637 -0.01 -0.02 -0.01 0.122
H 6.19332 -0.66526 1.49118 0.00 0.00 0.00 0.117
H 6.43931 1.53476 0.38648 0.00 0.00 -0.01 0.116
H 4.74615 2.27582 -1.25746 0.00 -0.01 0.01 0.112
H 2.82596 0.84589 -1.77616 -0.05 -0.01 -0.10 0.084
H -2.55492 2.92107 -3.81286 0.00 0.01 0.01 0.131
H -1.30744 5.05312 -3.82714 0.00 0.00 0.00 0.124
H 0.93275 5.20682 -2.81333 0.00 0.00 -0.01 0.121
H 2.00704 3.18949 -1.87568 0.00 -0.03 0.02 0.111
H 0.86433 0.98601 -2.11988 0.04 0.02 0.06 0.085
N -3.34486 0.93003 1.19701 0.05 -0.03 -0.05 0.160
C -2.72079 2.10139 1.23243 -0.14 -0.14 -0.16 -0.791
N -3.23878 3.08306 1.95896 0.10 0.06 0.10 0.137
S -1.33472 2.46790 0.28783 0.24 0.16 0.14 0.813
H -4.15908 0.73737 1.75865 0.00 0.03 0.01 0.137
H -3.02140 0.21591 0.56606 -0.04 -0.03 0.03 0.080
H -4.14663 3.01660 2.39205 0.01 -0.01 -0.01 0.134
H -2.72522 3.94342 2.05852 -0.04 0.02 -0.01 0.114
```
Positions in Å, forces in eV/Å.

Output
Relative energy (zero: lowest compared OMol25 entry of this formula, charge and spin)   0.00 kJ/mol
Orbital gap   7.335 eV
HOMO energy   -13.87 eV
Net charge   +2